{"formula": "C15H21N3O5", "method": "wB97M-V/def2-TZVPD", "total_charge": 0, "homo_energy_ev": -8.00, "spin_multiplicity": 1, "largest_force_ev_per_a": 0.528, "orbital_gap_ev": 8.5, "total_energy_ev": -30604.893, "e_above_lowest_kcal_mol": 13.06, "species": ["C", "C", "C", "C", "C", "C", "C", "C", "C", "C", "C", "C", "C", "C", "C", "H", "H", "H", "H", "H", "H", "H", "H", "H", "H", "H", "H", "H", "H", "H", "H", "H", "H", "H", "H", "H", "N", "N", "N", "O", "O", "O", "O", "O"], "xyz": [[-0.29170, 3.37845, -2.80618], [-0.06868, 3.80904, -1.34348], [-0.81035, 1.92933, -2.78906], [0.19872, 0.96243, -2.24014], [0.34163, 0.59925, -0.93021], [1.24175, 0.27409, -2.96473], [1.96887, -0.48988, -2.02569], [1.62265, 0.23300, -4.31712], [3.05563, -1.28907, -2.39548], [2.69674, -0.55545, -4.68732], [3.40673, -1.31050, -3.73281], [-2.23463, -1.63110, 4.14283], [-3.16639, -2.12468, 3.04216], [-0.80831, -2.15784, 3.86512], [0.24417, -1.32378, 4.58148], [1.17755, 4.44015, -3.86254], [1.58677, 2.83426, -3.54479], [-1.09432, 4.02276, -3.18176], [-1.71731, 1.91079, -2.17744], [-1.08739, 1.65467, -3.81201], [-0.23767, 0.90807, -0.06856], [1.69984, -0.68554, 0.07261], [1.08276, 0.81857, -5.05759], [3.60479, -1.87104, -1.65889], [3.00160, -0.59695, -5.73010], [4.24680, -1.92074, -4.05339], [1.72431, 4.08938, -1.81410], [-3.05613, -2.90482, 5.49129], [-3.31858, -1.34802, 5.85646], [-2.21799, -0.53827, 4.04977], [-0.63519, -2.14353, 2.78577], [-0.82983, -3.51499, 5.21690], [1.23021, -1.77987, 4.44862], [0.01764, -1.27055, 5.65232], [0.27626, -0.30102, 4.18512], [-4.73497, -3.07921, 2.71945], [0.83942, 3.50072, -3.70287], [1.39934, -0.27079, -0.79304], [-2.61731, -1.98875, 5.50136], [-0.95358, 3.79121, -0.52464], [1.17548, 4.19632, -1.01974], [-2.97926, -1.93942, 1.86398], [-0.74192, -3.51828, 4.25210], [-4.23814, -2.79839, 3.50634]], "atomic_forces_ev_per_a": [[-0.1, 0.0, 0.0], [-0.4, -0.1, 0.2], [-0.1, 0.0, 0.0], [0.1, 0.0, 0.1], [0.0, 0.0, 0.0], [0.1, 0.0, 0.0], [0.0, 0.0, -0.1], [0.0, 0.0, 0.0], [0.0, 0.0, 0.0], [0.0, 0.0, 0.0], [0.0, 0.0, 0.1], [0.1, 0.1, 0.0], [0.1, 0.1, -0.4], [0.0, 0.2, -0.2], [0.0, 0.1, 0.0], [0.0, -0.1, 0.0], [-0.1, 0.1, 0.0], [0.1, -0.1, 0.1], [0.1, 0.0, -0.1], [0.0, 0.0, 0.1], [0.1, -0.1, -0.1], [-0.1, 0.0, -0.1], [0.1, -0.1, 0.1], [-0.1, 0.1, -0.1], [-0.1, 0.0, 0.2], [-0.1, 0.1, 0.0], [0.0, 0.0, 0.1], [0.1, 0.1, 0.1], [0.1, -0.1, 0.0], [0.0, -0.1, 0.0], [0.0, 0.0, 0.1], [0.0, -0.1, -0.1], [-0.2, 0.1, 0.0], [0.0, 0.0, -0.1], [0.0, -0.2, 0.1], [0.0, 0.0, 0.1], [0.1, 0.0, 0.1], [0.0, 0.0, 0.0], [-0.2, 0.0, 0.0], [0.4, 0.1, -0.3], [0.0, 0.0, -0.1], [-0.1, 0.0, 0.5], [0.0, 0.0, 0.2], [0.0, 0.0, -0.2]]}